A molecular structure, C57H66BrIN2O2S2SeTl. Source: the OMol25 dataset; level of theory: wB97M-V/def2-TZVPD.

```
133
Properties=species:S:1:pos:R:3:forces:R:3
Tl 0.3231 0.7448 -0.5967 0.25 -0.06 -0.29
C 5.2438 -1.2380 5.6410 0.00 0.00 0.00
C 4.8169 0.0483 4.9336 -0.02 0.04 -0.03
C 6.0623 0.6828 4.2963 -0.01 0.00 0.02
C 4.2490 1.0085 5.9913 0.02 -0.01 -0.01
C 3.7621 -0.2120 3.8573 0.03 0.05 0.01
C 3.2213 0.8419 3.1366 -0.01 -0.07 -0.06
C 2.2494 0.6263 2.1729 -0.03 0.12 -0.03
Se 1.5840 2.2227 1.3219 0.13 0.09 0.42
C -0.0275 2.5068 2.3245 0.07 -0.01 -0.14
C 0.1157 3.1739 3.5292 -0.12 -0.08 -0.01
C -0.9782 3.4055 4.3505 0.03 0.02 -0.05
C -2.2112 2.9913 3.8515 -0.04 0.03 0.02
C -2.4094 2.3661 2.6246 -0.11 -0.01 -0.06
C -1.2736 2.0287 1.8276 0.07 0.03 0.28
O -1.3923 1.3201 0.7488 0.21 -0.17 -0.30
C -3.8670 2.0269 2.2368 0.05 -0.02 -0.02
C -4.7577 3.2686 2.4221 0.02 0.00 0.02
C -4.3743 0.9014 3.1516 0.00 -0.01 -0.03
C -4.0645 1.5828 0.7801 0.00 -0.05 0.01
C -0.7960 4.0935 5.7044 0.02 -0.02 -0.02
C -2.1185 4.2413 6.4573 0.00 0.00 0.00
C 0.1627 3.2691 6.5770 0.00 0.00 -0.01
C -0.2054 5.4961 5.4950 0.00 -0.01 0.01
C 1.7365 -0.6621 1.8414 0.03 -0.09 0.02
O 0.8127 -0.8516 0.9471 -0.02 0.12 0.12
C 2.3101 -1.7458 2.5766 -0.08 -0.04 0.01
C 3.2773 -1.4767 3.5395 0.01 -0.04 0.03
C 1.9173 -3.2325 2.4160 0.03 0.04 0.00
C 3.1645 -4.0453 2.0285 -0.01 0.00 0.00
C 1.3725 -3.7482 3.7594 0.02 0.00 0.02
C 0.8477 -3.5315 1.3624 -0.01 0.01 -0.09
H 5.9867 -1.0041 6.4087 -0.02 -0.01 -0.02
H 4.3940 -1.7226 6.1288 0.05 0.00 -0.01
H 5.6941 -1.9473 4.9417 -0.02 0.01 0.04
H 6.8233 0.8884 5.0576 -0.04 -0.01 -0.04
H 6.4903 0.0118 3.5476 -0.01 0.04 0.02
H 5.8128 1.6237 3.8010 0.02 -0.04 0.01
H 4.9855 1.1892 6.7824 -0.04 0.00 -0.05
H 3.9839 1.9714 5.5490 0.00 -0.04 0.03
H 3.3475 0.5878 6.4433 0.03 0.02 -0.01
H 3.5455 1.8622 3.3121 0.01 -0.03 0.04
H 1.1116 3.4880 3.8241 -0.03 0.00 0.02
H -3.0882 3.1644 4.4631 0.03 0.01 -0.04
H -4.7309 3.6636 3.4382 -0.02 0.00 -0.02
H -4.4408 4.0626 1.7409 -0.02 -0.02 0.04
H -5.7965 3.0116 2.1919 0.05 0.02 0.00
H -4.3597 1.2046 4.2017 0.01 -0.02 -0.02
H -5.4019 0.6277 2.8865 0.06 0.01 0.02
H -3.7422 0.0160 3.0440 -0.03 0.02 0.02
H -3.6084 2.2835 0.0807 -0.01 -0.02 -0.01
H -3.6266 0.6050 0.5937 -0.01 0.06 -0.04
H -5.1401 1.5290 0.5737 0.04 0.01 0.04
H -2.5808 3.2686 6.6435 0.00 0.04 0.00
H -1.9378 4.7198 7.4240 -0.01 -0.01 -0.03
H -2.8252 4.8620 5.9004 0.00 -0.03 0.03
H -0.2470 2.2714 6.7531 0.03 0.03 0.00
H 1.1341 3.1487 6.0923 -0.03 0.00 0.03
H 0.3209 3.7577 7.5450 -0.01 -0.03 -0.06
H -0.8710 6.0985 4.8718 0.03 -0.01 0.02
H -0.0711 6.0054 6.4558 0.00 -0.03 -0.05
H 0.7658 5.4449 4.9981 -0.04 0.02 0.02
H 3.6771 -2.3220 4.0872 -0.03 0.03 -0.05
H 3.9570 -3.9734 2.7765 -0.02 0.00 -0.02
H 2.8996 -5.1024 1.9157 0.02 0.05 0.00
H 3.5613 -3.6855 1.0760 0.00 -0.02 0.03
H 2.1100 -3.6611 4.5610 -0.05 -0.02 -0.02
H 0.4875 -3.1757 4.0486 0.03 -0.03 0.00
H 1.0881 -4.8024 3.6703 0.02 0.05 0.01
H 1.1691 -3.2309 0.3644 -0.04 0.01 0.02
H 0.6636 -4.6128 1.3562 0.02 0.03 0.01
H -0.0858 -3.0190 1.5839 -0.02 0.01 -0.04
Br -2.6641 -2.1102 0.2361 0.07 0.23 -0.17
C -1.9127 -3.4230 -0.9106 0.04 0.01 0.01
C -2.1639 -4.7060 -0.5064 0.02 0.01 0.00
C -1.5609 -5.7995 -1.1459 -0.01 -0.03 0.00
C -0.6818 -5.5701 -2.1579 0.01 -0.07 0.06
C -0.4127 -4.2582 -2.6103 -0.12 0.13 0.06
C 0.5033 -4.0980 -3.6748 0.07 -0.06 -0.03
C 0.7680 -2.8668 -4.1766 0.11 0.06 -0.04
C 0.0953 -1.7477 -3.6634 0.06 0.01 0.12
C -0.8020 -1.8419 -2.6310 -0.12 -0.09 -0.20
C -1.0644 -3.1238 -2.0234 0.02 -0.09 -0.11
H -2.8065 -4.8666 0.3490 0.01 0.01 -0.03
H -1.7748 -6.8049 -0.8057 0.01 0.01 0.00
H -0.1629 -6.3928 -2.6378 -0.03 0.04 -0.01
H 0.9951 -4.9790 -4.0721 -0.06 0.01 0.02
H 1.4781 -2.7374 -4.9842 -0.01 0.02 0.02
H 0.2725 -0.7815 -4.1136 0.05 -0.01 0.02
S -1.7436 -0.3543 -2.2539 -0.11 -0.25 0.33
C -1.5062 0.6238 -3.6997 -0.06 0.11 -0.15
N -1.9040 -0.0213 -4.9074 -0.05 -0.25 0.02
C -1.4591 0.6775 -6.0891 0.06 0.14 0.03
C -1.7842 2.1633 -5.9279 0.04 -0.14 0.03
N -1.0759 2.7080 -4.7894 -0.19 0.10 0.04
C 0.0475 3.5898 -5.0957 0.09 -0.20 0.01
C 1.2426 2.8383 -5.6451 0.04 0.08 -0.08
C 2.1658 2.2608 -4.7754 -0.06 -0.06 0.00
C 3.2218 1.5037 -5.2649 0.00 -0.01 -0.01
C 3.3779 1.3239 -6.6341 -0.04 0.00 0.00
C 2.4713 1.9058 -7.5104 -0.01 0.01 0.01
C 1.4117 2.6566 -7.0159 0.04 0.02 -0.01
C -1.0314 1.9063 -3.6378 0.02 -0.13 0.03
S -0.4720 2.7250 -2.1806 -0.09 0.08 -0.18
C -3.2655 -0.5602 -4.9547 0.00 0.13 0.04
C -3.3439 -2.0676 -5.1040 0.16 0.06 0.07
C -4.1049 -2.8162 -4.2150 -0.01 -0.01 0.04
C -4.1680 -4.2011 -4.3204 -0.01 0.02 0.04
C -3.4728 -4.8526 -5.3265 0.04 0.00 -0.01
C -2.7101 -4.1122 -6.2231 0.00 0.00 0.05
C -2.6422 -2.7325 -6.1068 0.01 0.00 -0.02
H -1.9530 0.2665 -6.9702 0.02 -0.07 0.01
H -0.3761 0.5571 -6.2074 -0.03 -0.01 -0.01
H -2.8652 2.2599 -5.7675 0.00 0.03 -0.03
H -1.5227 2.7264 -6.8230 0.01 0.06 0.01
H 0.3213 4.1097 -4.1825 0.01 0.04 0.03
H -0.2963 4.3267 -5.8225 -0.04 0.03 -0.02
H 2.0295 2.3902 -3.7066 0.02 0.06 -0.08
H 3.9230 1.0476 -4.5749 -0.03 0.01 0.00
H 4.2016 0.7327 -7.0164 -0.02 0.02 0.02
H 2.5892 1.7756 -8.5803 -0.01 0.00 0.03
H 0.7059 3.1074 -7.7076 0.03 0.00 0.03
H -3.8093 -0.0832 -5.7791 -0.01 0.00 -0.03
H -3.7869 -0.2814 -4.0410 -0.09 0.03 0.04
H -4.6356 -2.3117 -3.4137 0.04 -0.01 0.00
H -4.7436 -4.7710 -3.5997 0.01 0.03 -0.03
H -3.5089 -5.9330 -5.4027 0.00 0.03 0.00
H -2.1533 -4.6156 -7.0043 0.00 0.01 0.00
H -2.0220 -2.1673 -6.7941 0.00 0.00 0.04
I 3.4156 -1.3121 -1.4022 -0.10 -0.01 -0.04
C 2.1744 0.3618 -1.8578 -0.23 -0.10 0.20
H 1.9485 0.3100 -2.9176 -0.07 -0.07 0.06
H 2.7943 1.2346 -1.6632 -0.03 0.05 -0.02
```
Positions in Å, forces in eV/Å.

Net charge   -1
LUMO energy   2.253 eV
HOMO-LUMO gap   6.86 eV
Energy relative to the best compared isomer or geometry (same formula, charge and spin)   5.7 kcal/mol
2S+1   1